1.
Here is a 2-piece molecular cluster, C4H10ClNSi2 overall at a distorted geometry from the OMol25 dataset. Energies are from wB97M-V/def2-TZVPD.

CARTESIAN COORDINATES (ANGSTROEM)
H (-0.997, 1.157, -2.123)
N (-1.155, 1.990, -1.596)
Si (-1.787, 1.897, -0.109)
C (-2.301, 0.234, 0.572)
C (-3.523, -0.246, 0.887)
H (-2.327, 3.030, 0.623)
H (-1.338, -0.337, 0.806)
H (-3.505, -1.163, 1.599)
H (-4.433, 0.297, 0.666)
C (2.301, -1.781, -1.403)
C (2.985, -1.008, -0.552)
Si (2.070, -0.139, 0.888)
Cl (2.716, 1.747, 0.503)
H (2.955, -2.339, -2.016)
H (1.230, -1.946, -1.216)
H (4.054, -0.963, -0.548)
H (0.676, -0.011, 0.761)
H (2.379, -0.418, 2.257)

## Properties
* SMILES string: [H]/N=[SiH]\C=C.C=C[SiH2]Cl
* total energy: -1252.2517 a.u.
* HOMO energy: -9.257 eV
* LUMO energy: -0.167 eV
* maximum force: 2.8 eV/Å

2.
Here is a 2-piece molecular cluster, C4H10ClO4P overall at a distorted geometry from the OMol25 dataset. Energies are from wB97M-V/def2-TZVPD.

CARTESIAN COORDINATES (ANGSTROEM)
O (0.736, -2.208, -1.085)
C (1.603, -2.113, -0.278)
C (1.579, -1.087, 0.857)
C (0.251, -0.265, 0.755)
C (0.455, 0.890, -0.301)
O (1.601, 1.619, -0.100)
O (0.492, 0.425, -1.651)
O (-0.648, 1.754, -0.235)
H (2.378, -2.828, -0.442)
H (1.556, -1.730, 1.844)
H (2.401, -0.526, 0.648)
H (-0.428, -1.048, 0.580)
H (0.083, 0.310, 1.628)
H (1.934, 1.616, -0.966)
H (0.555, -0.542, -1.580)
H (-0.986, 1.823, -1.131)
P (-2.837, 0.784, 0.029)
Cl (-4.841, 0.219, 0.337)
H (-2.630, 0.782, 1.401)
H (-3.253, 2.125, -0.312)

## Properties
* SMILES string: O=CCCC(O)(O)O.PCl
* total energy: -1260.8736 a.u.
* HOMO energy: -8.983 eV
* LUMO energy: 0.494 eV
* maximum force: 4.5 eV/Å

3.
Here is one molecule with the formula C4H10ClP at a distorted geometry from the OMol25 dataset. Energies are from wB97M-V/def2-TZVPD.

CARTESIAN COORDINATES (ANGSTROEM)
C (2.362, -1.887, -0.420)
P (0.988, -0.226, 0.344)
C (-0.722, 0.804, 0.346)
C (-0.957, 1.657, -0.796)
C (-1.873, -0.002, 0.971)
Cl (-2.839, -1.071, -0.275)
H (2.819, -1.725, 0.560)
H (1.806, -2.745, -0.865)
H (2.838, -1.227, -1.173)
H (1.192, -0.265, 1.680)
H (1.770, 0.813, 0.030)
H (-0.139, 1.738, -1.575)
H (-0.969, 2.683, -0.542)
H (-1.914, 1.289, -1.426)
H (-1.752, -0.659, 1.852)
H (-2.609, 0.825, 1.289)

## Properties
* SMILES string: C[PH2]=C(C)CCl
* total energy: -959.7656 a.u.
* HOMO energy (spin up / spin down): -7.050 / -7.049 eV
* LUMO energy (spin up / spin down): -0.177 / -0.177 eV
* maximum force: 5.1 eV/Å

4.
Here is C4H10F5NbO2PSSn as an isolated structure at a distorted geometry from the OMol25 dataset. Energies are from wB97M-V/def2-TZVPD.

CARTESIAN COORDINATES (ANGSTROEM)
C (3.410, 0.011, 0.759)
P (2.261, -0.386, -0.762)
C (1.535, 1.247, -1.420)
Nb (0.543, -2.012, 0.144)
S (-1.444, -0.632, -0.579)
O (-1.447, -0.460, -2.149)
O (-2.698, -1.553, -0.307)
C (-1.566, 1.038, 0.265)
F (-0.336, 1.158, 1.136)
F (-1.648, 2.090, -0.775)
C (-2.846, 1.226, 1.267)
F (-2.944, 2.709, 1.543)
F (-2.510, 0.602, 2.571)
F (-4.159, 0.839, 0.705)
H (2.767, -0.097, 1.753)
H (4.271, -0.810, 0.730)
H (3.844, 1.096, 0.696)
H (0.615, 1.128, -2.147)
H (2.393, 1.734, -2.096)
H (1.337, 2.066, -0.574)
H (0.487, -1.185, 1.767)
H (-0.594, -3.285, 0.769)
H (0.554, -2.896, -1.473)
H (1.933, -3.039, 0.785)
Sn (-3.759, -0.591, -2.607)

## Properties
* net charge: +1
* total energy: -1818.2494 a.u.
* HOMO energy: -11.025 eV
* LUMO energy: -7.313 eV
* maximum force: 6.4 eV/Å

5.
Here is one molecule with the formula C4H10FN at a distorted geometry from the OMol25 dataset. Energies are from wB97M-V/def2-TZVPD.

CARTESIAN COORDINATES (ANGSTROEM)
C (-0.292, 1.610, 0.108)
C (-0.313, -0.039, 0.165)
C (-1.727, -0.739, -0.161)
F (-0.067, -0.433, 1.487)
C (0.781, -0.853, -0.499)
N (2.050, -0.225, 0.129)
H (-0.804, 2.116, 0.989)
H (0.996, 1.678, 0.219)
H (-0.751, 2.042, -1.019)
H (-2.594, -0.571, 0.565)
H (-1.528, -1.812, 0.168)
H (-1.809, -0.415, -1.237)
H (0.692, -1.810, -0.250)
H (0.907, -0.486, -1.564)
H (2.271, 0.715, -0.076)
H (2.188, -0.778, 0.976)

## Properties
* SMILES string: CC(C)(F)CN
* total energy: -312.9034 a.u.
* HOMO energy: -8.780 eV
* LUMO energy: 0.906 eV
* maximum force: 9.8 eV/Å

6.
Here is C4H10FN as an isolated structure at a distorted geometry from the OMol25 dataset. Energies are from wB97M-V/def2-TZVPD.

CARTESIAN COORDINATES (ANGSTROEM)
C (1.700, 0.039, -0.839)
C (-0.933, 0.551, -1.067)
C (-0.858, -0.407, 1.624)
C (-0.098, -0.661, -0.703)
N (-0.519, -1.296, 0.516)
F (-0.126, -1.630, -1.708)
H (2.332, -0.804, -0.620)
H (1.752, 0.402, -1.900)
H (1.745, 0.811, -0.170)
H (-1.932, 0.437, -0.647)
H (-0.664, 0.659, -2.173)
H (-0.430, 1.369, -0.430)
H (-2.007, -0.412, 1.698)
H (-0.632, -1.140, 2.425)
H (-0.248, 0.517, 1.498)
H (0.174, -2.122, 0.646)

## Properties
* total energy: -312.7315 a.u.
* HOMO energy (spin up / spin down): -3.075 / -10.443 eV
* LUMO energy (spin up / spin down): 0.945 / -2.528 eV
* maximum force: 6.8 eV/Å
* multiplicity: 3

7.
Here is a 2-piece molecular cluster, C4H10FN2O overall at a distorted geometry from the OMol25 dataset. Energies are from wB97M-V/def2-TZVPD.

CARTESIAN COORDINATES (ANGSTROEM)
C (1.151, 0.082, -0.009)
C (-1.753, -0.740, -0.860)
C (-1.568, 0.392, 1.535)
C (-1.211, -0.596, 0.451)
N (1.343, 0.969, -0.982)
N (2.141, -0.404, 0.680)
O (2.628, 1.449, -1.218)
F (-0.836, -1.786, 1.010)
H (-1.980, -1.776, -1.203)
H (-0.868, -0.496, -1.581)
H (-2.612, -0.170, -1.251)
H (-2.451, 0.012, 1.982)
H (-1.803, 1.354, 1.204)
H (-0.934, 0.385, 2.380)
H (0.618, 1.257, -1.500)
H (2.004, -1.247, 1.041)
H (3.099, -0.172, 0.466)
H (3.034, 1.488, -2.144)

## Properties
* net charge: +1
* total energy: -442.6150 a.u.
* HOMO energy: -13.781 eV
* LUMO energy: -4.882 eV
* maximum force: 5.0 eV/Å

8.
Here is a 2-piece molecular cluster, C4H10FN4 overall at a distorted geometry from the OMol25 dataset. Energies are from wB97M-V/def2-TZVPD.

CARTESIAN COORDINATES (ANGSTROEM)
C (0.348, -2.730, -0.395)
C (0.641, 1.406, 1.788)
C (-0.869, 2.631, 0.156)
C (0.626, -1.556, -0.852)
N (1.225, -3.715, 0.031)
N (1.677, 0.872, 2.137)
N (-0.335, 1.838, 1.177)
N (-1.679, 1.802, -0.810)
F (-0.304, -0.686, -1.367)
H (-0.676, -2.875, -0.334)
H (-1.675, 3.283, 0.577)
H (2.223, -3.457, -0.162)
H (-0.095, 3.337, -0.339)
H (1.586, -1.253, -1.269)
H (0.966, -4.704, -0.087)
H (2.058, 0.627, 3.104)
H (-2.604, 1.511, -0.423)
H (-1.093, 1.112, -1.353)
H (-2.019, 2.557, -1.578)

## Properties
* net charge: +1
* total energy: -476.9588 a.u.
* HOMO energy: -11.362 eV
* LUMO energy: -3.581 eV
* maximum force: 4.4 eV/Å

9.
Here is C4H10FNO as an isolated structure at a distorted geometry from the OMol25 dataset. Energies are from wB97M-V/def2-TZVPD.

CARTESIAN COORDINATES (ANGSTROEM)
C (1.847, -0.159, 1.303)
C (-2.293, 1.035, -0.818)
C (1.044, -0.962, 0.338)
C (0.158, 0.457, -0.724)
N (-1.168, 0.097, -0.716)
O (0.281, -1.913, 0.888)
F (0.708, 0.380, -2.030)
H (2.491, 0.424, 0.655)
H (2.460, -0.891, 1.753)
H (1.282, 0.377, 1.970)
H (-2.169, 1.652, -1.746)
H (-3.164, 0.558, -0.950)
H (-2.387, 1.607, 0.066)
H (1.698, -1.458, -0.311)
H (0.276, 1.456, -0.479)
H (-1.286, -0.828, -1.019)
H (0.221, -1.831, 1.822)

## Properties
* total energy: -388.1772 a.u.
* HOMO energy: -8.372 eV
* LUMO energy: 0.903 eV
* maximum force: 4.7 eV/Å

10.
Here is a 2-piece molecular cluster, C4H10FNO3S overall at a distorted geometry from the OMol25 dataset. Energies are from wB97M-V/def2-TZVPD.

CARTESIAN COORDINATES (ANGSTROEM)
C (-1.095, 1.388, -2.635)
C (1.032, -1.804, 2.223)
C (1.658, -0.619, 1.595)
C (-0.046, -0.833, -0.971)
N (1.202, 0.616, 1.811)
O (0.605, 1.671, -0.640)
O (-1.647, 0.891, -0.045)
O (-1.030, -1.674, -0.469)
F (1.952, -2.801, 2.427)
S (-0.534, 0.824, -0.984)
H (-1.753, 0.629, -3.040)
H (-1.606, 2.334, -2.522)
H (-0.204, 1.497, -3.237)
H (0.256, -2.227, 1.555)
H (0.583, -1.573, 3.198)
H (2.513, -0.753, 0.957)
H (0.446, -1.211, -1.849)
H (1.312, 1.295, 1.051)
H (0.330, 0.710, 2.316)
H (-1.663, -1.073, -0.039)

## Properties
* total energy: -936.7972 a.u.
* HOMO energy (spin up / spin down): -6.278 / -7.349 eV
* LUMO energy (spin up / spin down): -0.841 / 0.137 eV
* maximum force: 1.7 eV/Å

11.
Here is one molecule with the formula C4H10FPS at a distorted geometry from the OMol25 dataset. Energies are from wB97M-V/def2-TZVPD.

CARTESIAN COORDINATES (ANGSTROEM)
C (0.516, 2.826, -0.518)
C (-0.235, 1.500, -0.352)
P (0.750, -0.071, -0.089)
F (1.045, 0.185, 1.863)
S (2.297, -0.697, -0.964)
C (-0.628, -1.253, 0.164)
C (0.005, -2.540, 0.684)
H (1.024, 3.189, 0.460)
H (1.057, 2.981, -1.467)
H (-0.381, 3.476, -0.690)
H (-0.937, 1.404, -1.137)
H (-0.924, 1.726, 0.542)
H (-1.302, -0.873, 0.982)
H (-1.104, -1.465, -0.827)
H (0.665, -3.097, -0.081)
H (0.833, -2.310, 1.472)
H (-0.827, -3.215, 0.986)

## Properties
* SMILES string: CCP(F)(=S)CC
* total energy: -997.8057 a.u.
* HOMO energy: -9.665 eV
* LUMO energy: 0.355 eV
* maximum force: 4.7 eV/Å

12.
Here is a 3-piece molecular cluster, C4H10IN2O2 overall at a distorted geometry from the OMol25 dataset. Energies are from wB97M-V/def2-TZVPD.

CARTESIAN COORDINATES (ANGSTROEM)
I (-1.420, -2.591, 0.658)
O (0.709, 1.225, -3.450)
C (-0.066, 0.426, -2.913)
N (0.453, -0.172, -1.835)
C (-1.356, -0.054, -3.551)
H (0.077, -0.986, -1.369)
H (1.370, 0.061, -1.482)
H (-1.175, -0.468, -4.542)
H (-1.946, 0.860, -3.619)
H (-1.842, -0.850, -2.987)
O (1.308, 0.965, 4.304)
C (0.726, 0.434, 3.344)
N (0.218, -0.803, 3.482)
C (0.645, 1.046, 1.946)
H (0.059, -1.458, 2.730)
H (0.280, -1.181, 4.417)
H (-0.058, 0.449, 1.366)
H (1.588, 0.995, 1.401)
H (0.428, 2.103, 2.101)

## Properties
* net charge: -1
* total energy: -716.2536 a.u.
* HOMO energy: -4.449 eV
* LUMO energy: 3.431 eV
* maximum force: 3.1 eV/Å